{"formula": "C3H3NO2", "method": "ωB97M-V with the def2-TZVPD basis set", "symbols": ["O", "N", "O", "C", "C", "C", "H", "H", "H"], "coordinates": [[3.13461, -1.21261, 0.00225], [2.73605, -0.03316, 0.05336], [3.45864, 1.01061, -0.09605], [1.33073, 0.18914, 0.20006], [0.33303, 0.96472, -0.05077], [0.02691, -0.53520, -0.06196], [-0.00600, 1.88100, -0.16359], [-0.38684, -1.05099, 0.76416], [0.07418, -1.06243, -1.01842]], "forces_ev_per_a": [[-0.79, 2.47, 0.19], [2.40, 1.05, -0.45], [-1.89, -3.06, 0.55], [-0.60, -0.61, -0.69], [1.82, -4.14, 1.06], [2.21, 0.35, -0.66], [-1.64, 4.05, -0.74], [-0.74, -0.27, 0.62], [-0.78, 0.16, 0.12]], "lowdin_charge": [0.08, -0.30, 0.05, -0.15, 0.11, -0.03, 0.06, 0.07, 0.10], "gap_ha": 0.354, "max_force_ha_per_bohr": 0.0903, "homo_energy_ha": -0.397, "relative_energy_kcal_mol": 159.9, "smiles": "O=[N+]([O-])C1=CC1", "lumo_ev": -1.16}

***

{"formula": "C8H4Cl6NO3", "method": "ωB97M-V with the def2-TZVPD basis set", "symbols": ["Cl", "C", "Cl", "C", "O", "C", "Cl", "C", "Cl", "C", "Cl", "C", "Cl", "C", "C", "N", "O", "O", "H", "H", "H", "H"], "coordinates": [[1.19892, -1.03327, 0.61574], [-1.51399, 2.39399, 0.67561], [-0.10318, 2.88924, 1.50406], [-1.37520, 2.37134, -0.78696], [-0.28317, 2.35351, -1.35803], [-2.60760, 2.04092, -1.52290], [-2.51820, 2.05455, -3.22764], [-3.68642, 1.48255, -0.85574], [-5.03947, 0.88718, -1.74920], [-3.55333, 1.06674, 0.50554], [-4.61075, -0.11559, 1.18706], [-2.43666, 1.51068, 1.24855], [-2.04654, 0.78103, 2.75388], [3.89682, -1.19890, 0.44280], [2.61496, -1.98758, 0.56782], [2.32741, -3.02109, -0.64512], [1.47907, -3.87091, -0.36503], [2.96874, -2.93971, -1.69190], [4.07017, -0.74336, 1.42111], [4.76564, -1.80152, 0.19958], [3.82117, -0.44604, -0.33877], [2.63162, -2.67374, 1.41956]], "forces_ev_per_a": [[-0.81, 0.94, 0.26], [-0.47, -0.89, -1.13], [0.47, 0.15, 0.47], [-0.60, -1.37, -0.03], [0.34, 1.09, -0.10], [-0.14, 0.35, 1.47], [-0.05, 0.19, -0.45], [0.96, -0.86, 0.60], [-0.22, 0.10, -0.11], [0.54, 0.74, -0.06], [-0.30, 0.00, 0.05], [-0.24, 0.40, -1.22], [-0.24, 0.05, 0.52], [-0.16, 0.02, -0.26], [0.53, -1.60, -0.91], [0.41, -0.54, 0.33], [1.27, 1.18, -0.75], [-0.97, 0.02, 1.53], [-0.05, 0.18, -0.21], [-0.06, -0.43, 0.05], [-0.14, 0.15, 0.15], [-0.06, 0.13, -0.21]], "lowdin_charge": [0.76, -0.66, 0.64, -0.55, -0.07, -0.66, 0.66, -0.72, 0.62, -0.75, 0.59, -0.74, 0.63, -0.11, -0.69, -0.39, 0.03, 0.06, 0.08, 0.08, 0.08, 0.10], "charge": -1, "gap_ha": 0.216, "max_force_ha_per_bohr": 0.0373, "homo_energy_ha": -0.136, "lumo_ev": 2.17}

***

{"formula": "C23H37Br2N2O3PS", "method": "ωB97M-V with the def2-TZVPD basis set", "symbols": ["C", "C", "Br", "C", "Br", "C", "C", "C", "C", "O", "C", "C", "P", "O", "O", "C", "N", "S", "N", "C", "H", "H", "H", "H", "H", "H", "H", "H", "H", "C", "C", "C", "C", "C", "C", "H", "H", "H", "H", "H", "H", "H", "H", "H", "H", "H", "H", "H", "H", "C", "C", "C", "C", "C", "C", "H", "H", "H", "H", "H", "H", "H", "H", "H", "H", "H", "H", "H", "H"], "coordinates": [[-2.01349, 0.12669, -0.39079], [-1.40469, 0.23748, 0.97735], [-0.25426, -1.16914, 1.44054], [-1.63635, 1.26323, 1.78708], [-0.89850, 1.38894, 3.53090], [-2.53313, 2.37213, 1.42714], [-2.09297, 3.63331, 1.14931], [-0.63816, 4.02466, 1.16930], [-0.00257, 3.98264, -0.20496], [1.18395, 4.00628, -0.38735], [-3.02446, 4.65952, 0.77976], [-4.37814, 4.48708, 0.69661], [-5.39140, 5.92850, 0.13930], [-4.74316, 7.03723, 1.15333], [-6.82496, 5.56022, 0.82219], [-4.85145, 3.17846, 1.00048], [-6.12431, 2.75530, 1.01101], [-6.10638, 1.21208, 1.42094], [-4.54344, 0.97687, 1.60895], [-3.93458, 2.14034, 1.35684], [-3.06605, 0.39180, -0.36325], [-1.48345, 0.75364, -1.10443], [-1.94009, -0.89604, -0.74671], [-0.03171, 3.43993, 1.85375], [-0.58862, 5.06684, 1.49058], [-0.71059, 3.97901, -1.05535], [-2.61979, 5.63939, 0.56009], [-4.75694, 6.76199, 2.07859], [-6.76576, 4.89350, 1.51684], [2.14795, -0.19009, -1.74047], [2.50902, 1.08566, -2.49376], [1.31357, 1.81838, -3.10182], [0.53819, 1.03839, -4.16553], [1.37599, 0.56472, -5.35174], [2.00627, 1.70533, -6.14538], [1.67356, -0.92841, -2.39028], [3.03576, -0.65543, -1.31084], [1.46516, 0.02796, -0.91895], [3.23645, 0.85289, -3.27620], [3.01152, 1.76882, -1.80501], [1.66928, 2.75990, -3.52744], [0.62113, 2.10176, -2.30356], [-0.27450, 1.67143, -4.53662], [0.05552, 0.17032, -3.70546], [0.73463, -0.01925, -6.01688], [2.15730, -0.11918, -5.00962], [1.23901, 2.38086, -6.52918], [2.57101, 1.32333, -6.99660], [2.69319, 2.29164, -5.53361], [1.23227, -3.83618, 4.07600], [2.06580, -3.84205, 2.79778], [1.66278, -4.93635, 1.81089], [1.82879, -6.36449, 2.33295], [3.24315, -6.71985, 2.78842], [4.28255, -6.63268, 1.67465], [1.34367, -4.76669, 4.63450], [1.53391, -3.02098, 4.73489], [0.17224, -3.70495, 3.84773], [3.12562, -3.93142, 3.04997], [1.95639, -2.87451, 2.30125], [2.24001, -4.81391, 0.89023], [0.61509, -4.78975, 1.52823], [1.52603, -7.05953, 1.54348], [1.13638, -6.53350, 3.16206], [3.23193, -7.73824, 3.18505], [3.54281, -6.07639, 3.61995], [4.02240, -7.29789, 0.84874], [5.26964, -6.92131, 2.03773], [4.36399, -5.62030, 1.27643]], "forces_ev_per_a": [[0.05, -0.25, 0.01], [-0.05, 0.14, -0.15], [0.13, -0.16, 0.14], [0.22, -0.19, 0.27], [-0.03, -0.04, -0.01], [-0.01, 0.03, -0.12], [-0.01, 0.31, -0.08], [-0.26, -0.02, -0.06], [0.20, 0.17, -0.02], [-0.13, -0.10, 0.05], [-0.11, -0.20, 0.05], [0.19, 0.01, 0.04], [-0.14, 0.03, -0.02], [-0.02, 0.15, -0.05], [0.16, 0.05, -0.02], [0.00, -0.21, -0.01], [-0.15, 0.16, 0.01], [-0.03, 0.09, -0.04], [0.19, -0.18, 0.11], [-0.26, 0.02, 0.04], [-0.03, 0.13, -0.08], [0.02, 0.16, -0.09], [-0.01, -0.07, -0.02], [0.03, -0.07, 0.06], [0.18, 0.07, 0.06], [-0.03, -0.07, -0.12], [0.06, 0.08, 0.00], [0.08, 0.04, 0.07], [-0.21, -0.13, -0.03], [0.01, 0.03, -0.10], [0.00, 0.00, 0.06], [0.02, 0.00, -0.06], [0.02, -0.06, 0.06], [-0.03, 0.04, -0.06], [0.02, -0.07, 0.02], [-0.02, 0.00, 0.01], [0.01, -0.01, 0.01], [-0.09, -0.01, 0.04], [0.01, 0.02, -0.02], [0.01, 0.02, -0.02], [-0.03, 0.03, 0.00], [0.02, -0.02, 0.05], [0.00, 0.01, -0.02], [0.01, 0.00, 0.01], [0.01, -0.02, 0.00], [0.00, 0.00, 0.02], [0.00, 0.03, 0.01], [-0.01, 0.01, -0.01], [0.00, 0.01, 0.00], [0.07, 0.02, -0.02], [-0.11, 0.01, 0.02], [0.02, 0.00, -0.03], [-0.02, 0.01, 0.02], [0.02, -0.05, -0.06], [-0.01, 0.01, 0.07], [-0.01, -0.01, 0.00], [-0.02, 0.01, 0.00], [-0.01, -0.02, 0.00], [0.01, -0.01, -0.02], [0.06, 0.03, 0.00], [0.00, -0.01, 0.00], [-0.01, 0.01, 0.01], [0.01, -0.01, 0.00], [-0.01, 0.01, 0.00], [0.01, 0.00, 0.02], [-0.02, 0.01, 0.01], [-0.01, 0.01, -0.02], [0.00, -0.01, -0.01], [0.00, 0.00, -0.01]], "lowdin_charge": [-0.10, -0.76, 0.81, -0.70, 0.79, -0.19, -0.17, -0.10, -0.24, 0.07, -0.03, -0.27, 0.84, -0.30, -0.29, -0.34, -0.25, 1.05, -0.21, -0.31, 0.07, 0.08, 0.07, 0.09, 0.13, 0.13, 0.11, 0.06, 0.03, -0.10, -0.26, -0.23, -0.23, -0.27, -0.11, 0.07, 0.07, 0.04, 0.10, 0.10, 0.11, 0.08, 0.11, 0.10, 0.10, 0.10, 0.07, 0.07, 0.06, -0.11, -0.28, -0.23, -0.23, -0.27, -0.11, 0.07, 0.07, 0.07, 0.10, 0.06, 0.10, 0.11, 0.11, 0.10, 0.10, 0.10, 0.07, 0.07, 0.06], "gap_ha": 0.288, "max_force_ha_per_bohr": 0.0078, "homo_energy_ha": -0.336, "lumo_ev": -1.30}

***

{"formula": "C37H34N3O4Pd", "method": "ωB97M-V with the def2-TZVPD basis set", "symbols": ["Pd", "O", "C", "C", "C", "C", "C", "C", "C", "C", "C", "O", "C", "C", "C", "C", "C", "C", "C", "C", "C", "C", "C", "C", "N", "C", "C", "C", "C", "C", "C", "C", "C", "C", "C", "C", "C", "H", "H", "H", "H", "H", "H", "H", "H", "H", "H", "H", "H", "H", "H", "H", "H", "H", "H", "H", "H", "H", "H", "H", "H", "H", "H", "H", "C", "C", "N", "O", "C", "C", "N", "O", "H", "H", "H", "H", "H", "H", "H"], "coordinates": [[-0.60650, -0.52667, -0.49577], [-0.13070, -0.54967, 1.43336], [0.58688, -1.64226, 1.99399], [1.52928, -2.24583, 0.91523], [2.27473, -1.21194, 0.14168], [3.59873, -0.90175, 0.37803], [4.19470, 0.10003, -0.37074], [3.45458, 0.75025, -1.34231], [2.12883, 0.39987, -1.53788], [1.27393, 1.08834, -2.56624], [0.20332, 2.02108, -1.96602], [-0.86673, 1.21295, -1.48104], [-0.42748, 2.91306, -3.04234], [-1.34498, 3.87778, -2.62327], [-1.99835, 4.68055, -3.54344], [-1.74200, 4.53419, -4.90302], [-0.83523, 3.57966, -5.32911], [-0.18331, 2.77007, -4.40273], [0.82238, 2.87210, -0.86508], [1.79579, 3.80980, -1.20873], [2.40683, 4.58189, -0.23531], [2.03999, 4.44186, 1.10092], [1.05678, 3.52982, 1.44646], [0.45354, 2.74512, 0.46452], [1.56568, -0.56884, -0.79930], [-0.45558, -2.67133, 2.40900], [-0.31416, -4.03677, 2.18472], [-1.30554, -4.92627, 2.58736], [-2.45353, -4.45979, 3.20834], [-2.60100, -3.09603, 3.44027], [-1.60918, -2.21250, 3.04764], [1.41136, -1.11688, 3.16673], [1.93117, 0.17273, 3.12145], [2.73754, 0.64136, 4.15090], [3.03477, -0.17659, 5.23293], [2.51785, -1.46362, 5.28006], [1.70799, -1.93153, 4.25320], [0.93059, -2.83270, 0.21518], [2.22840, -2.91264, 1.41547], [4.14276, -1.43619, 1.14556], [5.22690, 0.37461, -0.19467], [3.88872, 1.53649, -1.94479], [0.74733, 0.33924, -3.15972], [1.92632, 1.65560, -3.22728], [-1.52972, 4.00958, -1.56188], [-2.70101, 5.43047, -3.20120], [-2.24646, 5.16469, -5.62367], [-0.62810, 3.46132, -6.38497], [0.51061, 2.02489, -4.76703], [2.06369, 3.95051, -2.25148], [3.15927, 5.30723, -0.51791], [2.50630, 5.05558, 1.86098], [0.74635, 3.42880, 2.47983], [-0.32361, 2.05115, 0.75024], [0.57312, -4.43356, 1.70925], [-1.17263, -5.98720, 2.41876], [-3.22510, -5.15273, 3.51920], [-3.48488, -2.72459, 3.94269], [-1.71840, -1.15275, 3.24675], [1.69923, 0.81663, 2.28029], [3.13257, 1.64862, 4.10610], [3.66144, 0.18667, 6.03733], [2.73695, -2.10618, 6.12322], [1.29885, -2.93327, 4.30977], [-4.82533, -1.48678, -2.06342], [-3.41079, -1.52224, -1.59260], [-2.75059, -0.46061, -1.22037], [-3.37382, 0.70613, -1.34306], [-2.60797, -2.71460, -1.54742], [-3.13929, -4.04544, -1.87719], [-1.27083, -2.51241, -1.22977], [-0.58725, -3.53821, -1.30435], [-4.99263, -0.59849, -2.66922], [-5.50047, -1.42618, -1.20656], [-5.07625, -2.37155, -2.64086], [-2.61256, 1.35049, -1.34695], [-4.07602, -4.21843, -1.34528], [-2.42316, -4.82214, -1.63358], [-3.35488, -4.09401, -2.94981]], "forces_ev_per_a": [[-0.02, 0.29, -0.54], [-0.40, -0.79, 0.07], [0.52, 0.45, 0.08], [-0.09, -0.15, -0.07], [-0.12, 0.09, -0.04], [0.14, -0.04, 0.01], [0.00, 0.01, -0.02], [0.10, 0.00, -0.01], [-0.23, -0.08, -0.07], [0.16, -0.06, 0.08], [-0.56, -0.17, -0.20], [0.74, 0.68, 0.16], [0.00, 0.03, 0.01], [0.03, 0.02, -0.02], [0.01, -0.01, 0.01], [-0.03, 0.01, 0.04], [0.02, -0.01, 0.06], [-0.05, 0.00, 0.03], [-0.05, 0.12, 0.03], [0.06, 0.00, 0.01], [-0.02, -0.01, 0.05], [-0.01, -0.01, -0.05], [0.03, -0.03, -0.09], [0.03, 0.06, 0.12], [0.19, 0.32, 0.12], [-0.41, -0.06, 0.07], [0.06, -0.02, -0.03], [0.02, 0.06, 0.01], [0.01, 0.09, -0.01], [0.01, -0.08, 0.00], [0.04, 0.08, 0.04], [-0.05, -0.06, 0.00], [0.02, 0.03, -0.03], [-0.03, -0.03, -0.02], [-0.03, -0.01, -0.06], [-0.02, -0.03, -0.02], [0.05, -0.01, 0.06], [0.11, 0.00, 0.02], [0.00, -0.04, 0.04], [-0.01, 0.03, -0.01], [-0.02, -0.01, -0.01], [0.00, -0.02, 0.02], [0.05, -0.02, -0.09], [0.04, 0.00, 0.02], [0.00, 0.01, -0.04], [0.02, -0.03, -0.01], [0.01, 0.00, 0.02], [0.00, -0.01, 0.02], [0.01, 0.01, -0.02], [-0.01, -0.01, 0.03], [-0.01, -0.01, 0.01], [0.00, -0.01, -0.02], [0.01, -0.01, -0.03], [-0.03, -0.05, 0.00], [-0.03, 0.01, -0.01], [0.02, 0.02, -0.01], [0.02, 0.02, 0.00], [0.01, 0.01, -0.02], [0.00, -0.03, 0.01], [0.01, 0.01, 0.03], [-0.01, -0.01, -0.01], [-0.02, 0.00, -0.02], [0.00, 0.01, -0.01], [0.01, 0.01, 0.00], [0.01, 0.02, 0.04], [0.21, -0.05, 0.17], [-0.50, 0.12, -0.06], [-0.08, -0.13, -0.08], [0.42, 0.96, 0.27], [-0.04, -0.19, -0.08], [-1.05, -1.22, -0.03], [0.60, 0.07, 0.08], [0.02, 0.02, -0.01], [0.01, 0.00, -0.01], [0.01, -0.01, 0.01], [0.14, -0.11, 0.03], [0.00, 0.02, -0.03], [-0.01, -0.01, 0.00], [-0.01, -0.05, 0.03]], "lowdin_charge": [1.20, -0.14, -0.42, -0.06, -0.25, 0.01, -0.01, 0.01, -0.23, -0.06, -0.44, -0.29, -0.16, -0.03, -0.06, -0.08, -0.07, -0.03, -0.18, -0.03, -0.06, -0.08, -0.07, -0.04, 0.09, -0.18, -0.04, -0.06, -0.07, -0.06, -0.02, -0.15, -0.03, -0.06, -0.08, -0.06, -0.02, 0.09, 0.14, 0.13, 0.12, 0.13, 0.13, 0.12, 0.12, 0.11, 0.11, 0.11, 0.10, 0.13, 0.11, 0.11, 0.11, 0.09, 0.12, 0.11, 0.11, 0.11, 0.12, 0.10, 0.11, 0.11, 0.11, 0.12, 0.02, -0.24, -0.04, 0.04, -0.17, 0.00, -0.10, 0.01, 0.10, 0.11, 0.08, 0.10, 0.11, 0.09, 0.12], "charge": 1, "gap_ha": [0.272, 0.207], "max_force_ha_per_bohr": 0.0313, "homo_energy_ha": [-0.409, -0.409], "s2": 6.074, "relative_energy_kcal_mol": 0.0, "spin_multiplicity": 5, "lumo_ev": [-3.71, -5.49]}

***

Which formula does entry 2 have?
C8H4Cl6NO3

***

What did the first record say?
{"formula": "C3H3NO2", "method": "ωB97M-V with the def2-TZVPD basis set", "symbols": ["O", "N", "O", "C", "C", "C", "H", "H", "H"], "coordinates": [[3.13461, -1.21261, 0.00225], [2.73605, -0.03316, 0.05336], [3.45864, 1.01061, -0.09605], [1.33073, 0.18914, 0.20006], [0.33303, 0.96472, -0.05077], [0.02691, -0.53520, -0.06196], [-0.00600, 1.88100, -0.16359], [-0.38684, -1.05099, 0.76416], [0.07418, -1.06243, -1.01842]], "forces_ev_per_a": [[-0.79, 2.47, 0.19], [2.40, 1.05, -0.45], [-1.89, -3.06, 0.55], [-0.60, -0.61, -0.69], [1.82, -4.14, 1.06], [2.21, 0.35, -0.66], [-1.64, 4.05, -0.74], [-0.74, -0.27, 0.62], [-0.78, 0.16, 0.12]], "lowdin_charge": [0.08, -0.30, 0.05, -0.15, 0.11, -0.03, 0.06, 0.07, 0.10], "gap_ha": 0.354, "max_force_ha_per_bohr": 0.0903, "homo_energy_ha": -0.397, "relative_energy_kcal_mol": 159.9, "smiles": "O=[N+]([O-])C1=CC1", "lumo_ev": -1.16}